[1]
75
Properties=species:S:1:pos:R:3:forces:R:3:lowdin_charge:R:1 method="wB97M-V/def2-TZVPD" lumo_energy_ev=2.70 homo_ha=-0.2524 total_charge=-1 orbital_gap_ev=9.57
B -0.807650 0.861331 -0.061337 -0.604 0.707 1.321 -0.3458
H -1.739726 0.304528 0.264823 -1.723 -1.062 0.027 0.0024
H -0.772007 1.090963 -1.167932 0.222 0.411 -1.770 -0.0100
H -0.889702 1.782452 0.604498 0.184 2.133 0.709 0.0012
H 0.101744 0.304602 0.306231 1.937 -1.087 0.795 0.0043
C -2.832707 0.442757 -3.294040 -0.217 -0.547 -0.652 -0.2651
C -4.249768 0.045075 -2.870040 1.183 -0.537 1.257 -0.2182
O -4.243200 -0.723795 -1.655469 -0.807 0.360 -0.056 -0.0934
O -2.308094 1.640277 -2.820411 -0.672 1.431 -0.289 -0.0782
H -2.961675 0.527557 -4.377957 0.651 0.211 -0.136 0.1118
H -2.080872 -0.319859 -3.066745 -0.406 -0.592 -0.183 0.1244
H -4.722528 -0.583556 -3.626797 0.146 -0.005 -0.197 0.1039
H -4.841893 0.958935 -2.780166 -0.078 0.016 0.287 0.1114
H -3.361235 -0.837729 -1.276135 0.181 0.085 -0.187 0.0480
H -1.890913 1.566817 -1.952514 -0.244 -0.426 -0.040 0.0176
C -2.902277 -2.730596 0.987285 -0.714 1.423 1.041 -0.2514
C -3.608035 -3.884838 0.310007 0.883 0.993 -2.731 -0.2257
O -2.717411 -4.835113 -0.308742 0.254 -0.358 1.042 -0.0769
O -2.041738 -2.019950 0.124714 0.769 -1.661 -1.082 -0.0905
H -2.567163 -3.023317 1.986949 0.916 0.106 -0.172 0.1158
H -3.639274 -1.932388 1.141326 -0.947 -0.745 0.723 0.1165
H -3.963509 -3.359273 -0.584155 -1.165 -0.072 0.269 0.1071
H -4.388090 -4.390987 0.876731 0.032 0.356 0.326 0.1151
H -3.255455 -5.302309 -0.951137 0.113 -0.033 -0.069 0.0685
H -1.564611 -1.237999 0.447120 -0.412 -0.405 0.517 0.0297
C -3.187757 1.884222 2.823132 1.287 1.428 -0.832 -0.2757
C -3.591235 2.828789 3.972233 0.041 -1.066 -2.698 -0.2219
O -4.891740 3.261140 3.587528 -0.834 0.444 1.580 -0.0910
O -1.892697 1.354974 3.028662 -0.532 -0.733 0.614 -0.0777
H -3.056357 2.501769 1.924291 -0.431 0.400 -0.035 0.1157
H -4.013569 1.231290 2.525342 0.228 -0.774 0.684 0.1209
H -2.899344 3.670426 3.948321 0.093 -0.050 0.550 0.1158
H -3.560781 2.235651 4.884236 -0.458 0.507 0.314 0.1192
H -5.027561 3.273786 2.638376 0.510 -0.143 -0.102 0.0734
H -1.495583 1.236499 2.156097 0.128 -0.053 -0.072 0.0096
C 0.672541 3.655010 -1.588339 0.327 0.407 0.774 -0.2012
C 1.450117 4.978892 -1.596248 -0.740 -0.809 -0.030 -0.2534
O 2.284652 5.029424 -2.725577 1.000 -0.162 0.240 -0.0632
O 1.480912 2.475445 -1.338619 -0.151 0.625 -0.334 -0.1146
H 0.198057 3.514097 -2.559575 -0.428 0.161 0.155 0.1258
H 0.010569 3.682770 -0.719736 -0.672 0.239 -0.440 0.1145
H 1.943589 5.088221 -0.624743 0.459 0.026 -0.158 0.1174
H 0.791008 5.840649 -1.715727 -0.386 -0.282 0.173 0.1172
H 2.895926 4.296774 -2.579479 0.168 0.041 -0.432 0.0860
H 0.751493 1.837602 -1.224718 0.597 -0.248 0.123 0.0119
C 4.193952 1.517699 1.540062 -0.165 3.270 -0.692 -0.2470
C 3.348053 0.568066 2.272863 0.035 -1.601 0.404 -0.2217
O 2.861897 -0.415462 1.364176 -0.193 -0.260 -0.086 -0.0892
O 3.421138 2.511076 0.861998 -1.062 -0.169 -0.936 -0.0979
H 4.877868 1.088666 0.802702 0.051 -0.591 0.458 0.1257
H 4.704259 2.264544 2.159384 0.680 -1.066 0.660 0.1228
H 2.489681 0.955136 2.823986 0.295 0.681 -0.034 0.1365
H 3.985886 0.040902 2.989895 -0.115 -0.185 0.036 0.1190
H 2.079751 -0.079475 0.910781 -0.152 0.071 -0.102 0.0725
H 2.758654 2.131502 0.247937 0.384 0.297 0.115 0.0533
C 2.623178 -0.790199 -2.403476 0.168 1.244 -1.710 -0.2070
C 1.146466 -1.022697 -2.722681 0.438 -0.697 -0.109 -0.2579
O 0.403642 -1.158820 -1.532161 0.139 -0.299 -0.934 -0.0847
O 3.323664 -0.633095 -3.663661 0.324 -0.209 -0.286 -0.0996
H 3.072643 -1.551531 -1.768896 -0.223 -0.051 0.087 0.1228
H 2.803851 0.220050 -2.032777 -0.407 -0.199 0.897 0.1033
H 1.103743 -1.902525 -3.376379 -0.073 -0.877 0.864 0.1128
H 0.746319 -0.370508 -3.507979 0.073 1.203 0.743 0.1179
H 0.202694 -0.287701 -1.132723 0.235 -0.683 -0.488 -0.0280
H 3.752449 -1.432087 -3.977789 -0.217 -0.230 0.283 0.0689
C 3.940913 -4.709230 2.007407 -1.127 0.847 -0.113 -0.2431
C 3.585064 -3.226512 2.194138 -0.040 0.216 -2.134 -0.2557
O 2.176542 -3.023569 1.920201 1.477 -0.089 1.349 -0.0629
O 3.505367 -5.254353 0.758624 0.241 0.582 -0.119 -0.0696
H 3.327162 -5.199562 2.766678 0.737 -0.395 0.478 0.1150
H 5.029020 -4.779014 2.060354 -0.004 -0.344 0.618 0.1108
H 4.164987 -2.581804 1.522704 -0.146 -0.354 -0.798 0.1009
H 4.060542 -2.839383 3.102945 -0.998 -0.494 0.971 0.1075
H 2.072715 -2.056150 1.922177 0.005 -0.274 -0.227 0.0510
H 3.623448 -6.204978 0.817943 -0.049 -0.010 -0.021 0.0721

[2]
21
Properties=species:S:1:pos:R:3:forces:R:3:lowdin_charge:R:1 method="wB97M-V/def2-TZVPD" lumo_energy_ev="-7.44 / -3.89" homo_ha="-0.4587 / -0.4660" total_charge=+1 orbital_gap_ev="5.04 / 8.79"
C 2.589030 0.062512 -1.148874 0.706 1.459 -2.507 -0.1153
C 3.282246 1.102755 -0.522914 -1.434 -0.490 2.479 -0.0061
C 1.412659 -0.531032 -0.748816 -0.347 -1.113 0.026 -0.0195
C 2.697266 1.411795 0.789369 3.407 0.829 -1.492 -0.0778
C 0.921117 -0.205583 0.547878 2.721 0.444 -2.972 -0.3384
C 1.641383 0.736873 1.210794 -1.362 -0.454 0.718 0.1045
C -1.431390 -0.589208 0.326363 2.395 -1.900 3.745 -0.4438
C -2.572386 -1.490105 0.732859 -0.977 1.260 -1.900 -0.0312
N -0.200406 -0.824418 0.944274 -5.239 -2.394 1.598 0.1175
N -1.588666 0.370587 -0.493193 -1.132 0.515 -1.659 -0.1275
P -3.150410 0.831669 -0.937668 1.695 1.053 -0.021 0.9928
H 2.850372 -0.086000 -2.198620 0.298 -0.507 0.308 0.1110
H 4.214380 1.565789 -0.931819 -1.163 -0.416 0.513 0.1292
H 0.950068 -1.317872 -1.486473 0.612 1.622 1.867 0.1622
H 3.207693 2.062960 1.501240 -0.084 0.205 -0.402 0.1128
H -2.241023 -2.257639 1.364394 0.354 -1.215 0.767 0.0600
H -3.372332 -0.885569 1.282509 0.910 -0.822 -1.012 0.1163
H -2.900782 -1.896510 -0.292556 -0.158 0.276 1.860 0.1212
H -0.170303 -1.550489 1.742358 -0.197 1.641 -1.852 0.2164
H -2.739590 1.825610 -1.843908 -0.403 -0.045 -0.241 -0.0474
H -3.398918 1.663876 0.162807 -0.604 0.053 0.176 -0.0370